[1]
Molecular formula: C29H28MnN5O7S
Method: DFT, ωB97M-V/def2-TZVPD

Properties
HOMO-LUMO gap (alpha / beta)   7.06 / 7.76 eV
HOMO energy (alpha / beta)   -7.884 / -8.049 eV
Energy   -94467.446 eV
LUMO (alpha / beta)   -0.829 / -0.290 eV
Largest force on an atom   0.6 eV/Å
Expectation value of S²   6.064
Multiplicity   5
Charge   0

Geometry (Å):
1 Mn -0.210 -0.571 -0.350
2 C 3.244 -2.909 -0.156
3 O 3.966 -1.967 0.641
4 C 3.803 -0.655 0.309
5 C 4.931 0.098 0.071
6 C 4.853 1.458 -0.246
7 C 3.621 2.055 -0.341
8 C 2.450 1.309 -0.116
9 C 1.182 1.984 -0.188
10 N 0.053 1.370 -0.216
11 N -1.120 2.105 -0.161
12 C -2.092 1.276 0.095
13 O -1.904 0.012 0.323
14 C -3.486 1.771 0.090
15 C -4.526 0.848 0.105
16 C -5.840 1.290 0.048
17 C -6.116 2.648 -0.020
18 C -5.077 3.570 -0.033
19 C -3.763 3.135 0.019
20 C 2.518 -0.057 0.258
21 O 1.464 -0.758 0.579
22 H 3.712 -3.875 0.021
23 H 3.331 -2.657 -1.218
24 H 2.191 -2.945 0.121
25 H 5.889 -0.402 0.134
26 H 5.758 2.023 -0.423
27 H 3.532 3.105 -0.592
28 H 1.152 3.071 -0.206
29 H -4.287 -0.207 0.146
30 H -6.648 0.571 0.058
31 H -7.143 2.990 -0.059
32 H -5.293 4.630 -0.080
33 H -2.942 3.840 0.008
34 C 2.176 -8.133 1.181
35 C 1.318 -7.020 0.651
36 C 0.733 -7.101 -0.607
37 C -0.077 -6.080 -1.087
38 C -0.303 -4.966 -0.300
39 C 0.265 -4.867 0.965
40 C 1.071 -5.888 1.430
41 S -1.306 -3.631 -0.898
42 O -2.179 -3.230 0.165
43 O -1.838 -4.044 -2.170
44 N -0.247 -2.416 -1.076
45 C 0.551 -2.238 -2.184
46 C 0.887 -3.163 -3.177
47 C 1.735 -2.738 -4.179
48 C 2.223 -1.431 -4.193
49 C 1.831 -0.581 -3.180
50 N 1.025 -0.978 -2.199
51 H 2.507 -8.793 0.380
52 H 1.623 -8.736 1.903
53 H 3.058 -7.743 1.689
54 H 0.910 -7.976 -1.221
55 H -0.546 -6.149 -2.059
56 H 0.072 -3.991 1.573
57 H 1.519 -5.809 2.414
58 H 0.481 -4.162 -3.162
59 H 2.019 -3.428 -4.963
60 H 2.886 -1.085 -4.972
61 H 2.172 0.447 -3.131
62 N -3.098 2.179 -4.633
63 C -3.352 0.870 -4.036
64 C -2.190 0.446 -3.150
65 O -2.287 -0.433 -2.335
66 O -1.064 1.138 -3.357
67 H -3.563 2.284 -5.523
68 H -1.305 1.822 -4.019
69 H -3.424 2.922 -4.025
70 H -3.428 0.116 -4.820
71 H -4.259 0.805 -3.432


[2]
Molecular formula: C29H28N3O2S3Tc
Method: DFT, ωB97M-V/def2-TZVPD

Properties
HOMO-LUMO gap (alpha / beta)   5.72 / 3.91 eV
HOMO energy (alpha / beta)   -9.822 / -9.818 eV
Energy   -73790.628 eV
LUMO (alpha / beta)   -4.105 / -5.906 eV
Largest force on an atom   1.4 eV/Å
Expectation value of S²   3.785
Multiplicity   4
Charge   +1

Geometry (Å):
1 Tc -0.533 0.181 0.704
2 C -4.322 2.896 -0.057
3 C -3.164 2.172 0.542
4 S -2.290 1.089 -0.490
5 C -2.772 2.335 1.850
6 C -3.482 3.247 2.804
7 S -1.420 1.476 2.457
8 H -4.413 2.657 -1.114
9 H -4.197 3.976 0.050
10 H -5.252 2.622 0.445
11 H -4.552 3.038 2.803
12 H -3.345 4.288 2.503
13 H -3.099 3.125 3.815
14 C 3.897 -5.421 5.060
15 C 3.042 -4.276 4.592
16 C 1.810 -4.534 3.999
17 C 0.977 -3.496 3.618
18 C 1.356 -2.188 3.843
19 C 2.602 -1.907 4.399
20 N 2.967 -0.595 4.727
21 C 2.691 0.625 4.139
22 C 2.790 1.752 4.974
23 C 2.562 3.028 4.504
24 C 2.224 3.235 3.174
25 C 2.129 2.141 2.334
26 C 2.362 0.843 2.787
27 C 2.407 -0.231 1.724
28 O 3.392 -0.881 1.523
29 O 1.293 -0.336 0.997
30 C 3.467 -2.954 4.757
31 C 4.839 -2.649 5.298
32 H 3.331 -6.350 5.045
33 H 4.250 -5.248 6.077
34 H 4.774 -5.548 4.422
35 H 1.502 -5.560 3.840
36 H 0.015 -3.714 3.167
37 H 0.679 -1.376 3.616
38 H 3.519 -0.520 5.564
39 H 3.040 1.602 6.017
40 H 2.659 3.871 5.176
41 H 2.060 4.235 2.795
42 H 1.939 2.301 1.277
43 H 5.229 -1.720 4.885
44 H 5.536 -3.441 5.033
45 H 4.830 -2.572 6.390
46 S -3.229 -5.595 2.293
47 C -2.391 -4.067 1.947
48 C -2.019 -3.757 0.641
49 C -1.473 -2.525 0.371
50 N -1.263 -1.595 1.321
51 C -1.552 -1.921 2.594
52 C -2.105 -3.131 2.940
53 C -4.823 -4.879 2.739
54 C -5.062 -4.313 3.980
55 C -6.287 -3.687 4.179
56 N -7.237 -3.633 3.254
57 C -7.018 -4.234 2.091
58 C -5.822 -4.869 1.778
59 H -2.174 -4.467 -0.159
60 H -1.212 -2.246 -0.644
61 H -1.329 -1.180 3.348
62 H -2.300 -3.344 3.979
63 H -4.338 -4.365 4.780
64 H -6.512 -3.206 5.125
65 H -7.827 -4.194 1.371
66 H -5.670 -5.335 0.814


[3]
Molecular formula: C29H28N3RuS2
Method: DFT, ωB97M-V/def2-TZVPD

Properties
HOMO-LUMO gap   6.78 eV
HOMO energy   -10.404 eV
Energy   -59245.658 eV
LUMO   -3.622 eV
Largest force on an atom   0.7 eV/Å
Multiplicity   1
Charge   +1

Geometry (Å):
1 Ru 0.947 -0.861 -0.499
2 C -1.002 -0.711 1.909
3 N 0.247 -1.422 1.525
4 C 1.363 -1.013 2.425
5 C 2.108 0.189 1.864
6 N 2.556 -0.075 0.468
7 C 3.632 -1.121 0.432
8 C 3.049 1.110 -0.259
9 C 3.736 2.120 0.399
10 C 4.248 3.177 -0.334
11 C 4.087 3.201 -1.714
12 C 3.407 2.186 -2.363
13 C 2.866 1.120 -1.643
14 S 1.979 -0.177 -2.446
15 C -0.004 -2.866 1.580
16 C -0.312 -3.479 2.786
17 C -0.590 -4.837 2.826
18 C -0.570 -5.581 1.654
19 C -0.250 -4.972 0.452
20 C 0.043 -3.613 0.412
21 S 0.581 -2.888 -1.124
22 H -1.312 -1.018 2.909
23 H -1.786 -0.953 1.194
24 H -0.826 0.363 1.899
25 H 2.027 -1.864 2.561
26 H 0.983 -0.747 3.416
27 H 2.966 0.403 2.507
28 H 1.478 1.077 1.832
29 H 4.474 -0.770 1.032
30 H 3.941 -1.254 -0.601
31 H 3.262 -2.067 0.823
32 H 3.878 2.098 1.472
33 H 4.775 3.974 0.172
34 H 4.490 4.023 -2.290
35 H 3.272 2.213 -3.436
36 H -0.340 -2.899 3.701
37 H -0.826 -5.310 3.769
38 H -0.794 -6.639 1.678
39 H -0.214 -5.550 -0.463
40 N -0.327 0.378 -0.649
41 C -1.421 0.916 -0.963
42 C -1.599 2.379 -0.740
43 C -2.580 3.080 -1.433
44 C -2.717 4.449 -1.250
45 C -1.877 5.123 -0.378
46 C -0.887 4.429 0.308
47 C -0.746 3.067 0.124
48 C -2.514 0.080 -1.527
49 C -3.791 0.141 -0.972
50 C -4.791 -0.689 -1.453
51 C -4.527 -1.565 -2.497
52 C -3.257 -1.619 -3.056
53 C -2.248 -0.805 -2.566
54 H -3.228 2.565 -2.129
55 H -3.479 4.987 -1.796
56 H -1.988 6.189 -0.235
57 H -0.224 4.956 0.981
58 H 0.036 2.524 0.639
59 H -4.000 0.830 -0.163
60 H -5.780 -0.646 -1.016
61 H -5.313 -2.203 -2.877
62 H -3.053 -2.293 -3.877
63 H -1.257 -0.840 -3.001


[4]
Molecular formula: C29H28N4O6V
Method: DFT, ωB97M-V/def2-TZVPD

Properties
HOMO-LUMO gap (alpha / beta)   4.38 / 4.20 eV
HOMO energy (alpha / beta)   0.362 / 0.550 eV
Energy   -74462.817 eV
LUMO (alpha / beta)   4.747 / 4.749 eV
Largest force on an atom   2.8 eV/Å
Expectation value of S²   1.228
Multiplicity   2
Charge   -2

Geometry (Å):
1 V -0.150 -0.483 0.365
2 O -3.956 -0.766 -3.372
3 C -2.867 -0.943 -4.122
4 C -3.019 -1.283 -5.470
5 C -1.913 -1.489 -6.282
6 C -0.631 -1.347 -5.757
7 C -0.481 -1.002 -4.414
8 C -1.574 -0.798 -3.581
9 C -1.331 -0.506 -2.147
10 O -0.125 -0.304 -1.700
11 N -2.404 -0.525 -1.395
12 N -2.113 -0.490 -0.042
13 C -3.145 -0.472 0.834
14 C -2.967 -0.592 2.250
15 C -4.094 -0.506 3.104
16 C -4.011 -0.679 4.479
17 C -2.769 -0.965 5.054
18 C -1.634 -1.044 4.236
19 C -1.683 -0.836 2.861
20 O -0.532 -0.866 2.161
21 H -3.600 -0.655 -2.422
22 H -4.028 -1.397 -5.855
23 H -2.054 -1.779 -7.319
24 H 0.240 -1.514 -6.378
25 H 0.502 -0.892 -3.965
26 H -4.150 -0.416 0.439
27 H -5.060 -0.300 2.645
28 H -4.900 -0.598 5.096
29 H -2.683 -1.125 6.125
30 H -0.650 -1.245 4.653
31 C 0.459 -4.173 -1.476
32 C 0.861 -2.940 -0.727
33 O -0.082 -2.385 -0.048
34 C 2.155 -2.499 -0.783
35 C 2.684 -1.315 -0.115
36 C 4.171 -1.134 -0.161
37 N 1.954 -0.435 0.499
38 N 2.699 0.721 0.931
39 C 2.395 1.261 2.087
40 O 1.652 0.891 3.026
41 C 3.081 2.625 2.273
42 C 4.144 3.078 1.487
43 C 4.724 4.323 1.722
44 C 4.235 5.149 2.734
45 C 3.176 4.706 3.516
46 C 2.616 3.446 3.291
47 H -0.063 -4.855 -0.798
48 H 1.322 -4.680 -1.915
49 H -0.238 -3.892 -2.272
50 H 2.859 -3.092 -1.344
51 H 4.649 -2.025 -0.578
52 H 4.561 -0.935 0.837
53 H 4.423 -0.261 -0.773
54 H 4.492 2.428 0.690
55 H 5.558 4.654 1.112
56 H 4.677 6.124 2.908
57 H 2.784 5.339 4.304
58 H 1.808 3.067 3.909
59 C -0.845 2.405 2.465
60 C -0.366 2.421 1.061
61 C -0.024 3.700 0.389
62 O -0.200 1.385 0.458
63 H -0.957 3.416 2.854
64 H -0.111 1.844 3.053
65 H -1.789 1.861 2.535
66 H 0.684 4.258 1.014
67 H -0.927 4.308 0.262
68 H 0.427 3.498 -0.578


[5]
Molecular formula: C29H28N6O6S3SeTi
Method: DFT, ωB97M-V/def2-TZVPD

Properties
HOMO-LUMO gap (alpha / beta)   3.02 / 5.52 eV
HOMO energy (alpha / beta)   0.952 / -1.549 eV
Energy   -172720.320 eV
LUMO (alpha / beta)   3.973 / 3.972 eV
Largest force on an atom   1.7 eV/Å
Expectation value of S²   2.019
Multiplicity   3
Charge   -2

Geometry (Å):
1 Ti -0.964 -1.920 0.098
2 C 4.285 -3.279 -4.112
3 C 3.415 -2.654 -3.051
4 C 3.896 -2.379 -1.777
5 C 3.068 -1.887 -0.790
6 C 1.708 -1.626 -1.012
7 N 0.849 -1.210 -0.004
8 C 1.346 -0.558 1.135
9 C 2.333 0.427 1.072
10 C 2.807 1.050 2.207
11 C 2.322 0.725 3.472
12 C 2.804 1.441 4.710
13 C 1.324 -0.230 3.544
14 C 0.839 -0.852 2.402
15 N -0.246 -1.811 2.573
16 C -0.339 -2.727 3.544
17 C -1.652 -3.114 3.649
18 C -2.328 -2.359 2.686
19 N -1.487 -1.564 2.037
20 C 1.245 -1.867 -2.315
21 C 2.076 -2.389 -3.290
22 N -0.103 -1.546 -2.715
23 C -0.520 -1.184 -3.932
24 C -1.878 -0.982 -3.879
25 C -2.223 -1.246 -2.556
26 N -1.148 -1.581 -1.861
27 H 5.339 -3.050 -3.940
28 H 4.180 -4.368 -4.118
29 H 4.019 -2.919 -5.108
30 H 4.939 -2.572 -1.545
31 H 3.468 -1.706 0.198
32 H 2.698 0.719 0.096
33 H 3.551 1.834 2.106
34 H 3.803 1.852 4.559
35 H 2.142 2.272 4.965
36 H 2.839 0.768 5.571
37 H 0.881 -0.483 4.502
38 H 0.543 -3.046 4.074
39 H -2.064 -3.872 4.294
40 H -3.373 -2.344 2.429
41 H 1.657 -2.613 -4.266
42 H 0.184 -1.043 -4.735
43 H -2.522 -0.664 -4.681
44 H -3.175 -1.191 -2.053
45 C -4.287 1.396 -0.324
46 S -3.833 -0.105 0.547
47 C -5.195 -1.164 -0.007
48 H -5.255 1.754 0.030
49 H -4.323 1.199 -1.400
50 H -3.511 2.147 -0.137
51 H -5.432 -0.933 -1.050
52 H -6.094 -1.016 0.595
53 H -4.868 -2.201 0.059
54 O -2.963 5.908 -0.797
55 S -2.219 5.201 0.241
56 O -2.612 5.594 1.591
57 N -2.257 3.614 0.038
58 C -1.009 3.097 -0.240
59 S -0.731 1.398 -0.537
60 C 0.021 4.065 -0.261
61 C 1.422 3.947 -0.492
62 C 2.217 5.069 -0.442
63 C 1.679 6.362 -0.166
64 C 0.304 6.494 0.056
65 C -0.496 5.374 0.008
66 H 1.833 2.966 -0.710
67 H 3.287 4.970 -0.619
68 H 2.327 7.231 -0.132
69 H -0.131 7.469 0.263
70 O -2.694 -3.150 -0.085
71 Se -1.723 -4.516 -0.075
72 O -2.077 -5.490 1.167
73 O -0.241 -3.704 0.214
74 O -1.675 -5.230 -1.524


[6]
Molecular formula: C29H28N7O5Ru
Method: DFT, ωB97M-V/def2-TZVPD

Properties
HOMO-LUMO gap   7.97 eV
HOMO energy   -10.248 eV
Energy   -53775.095 eV
LUMO   -2.280 eV
Largest force on an atom   1.0 eV/Å
Multiplicity   1
Charge   +1

Geometry (Å):
1 Ru -0.218 0.577 0.030
2 C -1.857 -1.272 -1.786
3 N -1.703 -1.161 -0.310
4 C -1.491 -2.505 0.236
5 C -0.201 -3.178 -0.175
6 C 0.044 -4.456 0.325
7 C 1.198 -5.111 -0.059
8 C 2.059 -4.482 -0.947
9 C 1.717 -3.222 -1.406
10 N 0.613 -2.575 -1.030
11 C -2.911 -0.593 0.313
12 C -3.144 0.827 -0.104
13 C -4.403 1.378 -0.267
14 C -4.505 2.703 -0.661
15 C -3.339 3.417 -0.907
16 C -2.120 2.795 -0.728
17 N -2.028 1.525 -0.310
18 C -1.086 -0.291 -2.626
19 C -1.304 -0.249 -3.997
20 C -0.524 0.577 -4.784
21 C 0.454 1.349 -4.171
22 C 0.596 1.268 -2.802
23 N -0.157 0.463 -2.038
24 H -2.918 -1.233 -2.060
25 H -1.500 -2.255 -2.091
26 H -2.312 -3.171 -0.072
27 H -1.554 -2.435 1.318
28 H -0.659 -4.922 1.004
29 H 1.418 -6.101 0.318
30 H 2.963 -4.965 -1.291
31 H 2.348 -2.703 -2.120
32 H -2.775 -0.634 1.396
33 H -3.795 -1.194 0.065
34 H -5.281 0.772 -0.091
35 H -5.474 3.165 -0.786
36 H -3.364 4.447 -1.234
37 H -1.183 3.307 -0.904
38 H -2.075 -0.870 -4.434
39 H -0.677 0.620 -5.853
40 H 1.086 2.017 -4.738
41 H 1.307 1.886 -2.272
42 C -0.875 -1.067 3.508
43 C -0.500 0.349 3.280
44 N -0.298 0.938 2.113
45 C 0.123 2.219 2.394
46 C 0.132 2.417 3.741
47 N -0.272 1.228 4.277
48 C 0.490 3.539 4.651
49 O 0.905 4.650 4.088
50 O 0.382 3.376 5.842
51 C 0.646 3.050 1.294
52 O 1.015 4.206 1.497
53 O 0.706 2.437 0.171
54 H -0.482 -1.660 2.688
55 H -1.957 -1.197 3.576
56 H -0.437 -1.436 4.435
57 H -0.337 1.078 5.274
58 H 0.954 4.569 3.089
59 O 1.626 -0.386 0.681
60 N 2.816 -0.274 0.154
61 C 3.662 -1.317 0.275
62 C 4.941 -1.246 -0.227
63 C 5.366 -0.092 -0.869
64 C 4.482 0.969 -0.972
65 C 3.210 0.863 -0.449
66 H 3.246 -2.169 0.789
67 H 5.594 -2.098 -0.108
68 H 6.368 -0.017 -1.268
69 H 4.770 1.899 -1.441
70 H 2.477 1.657 -0.434


[7]
Molecular formula: C29H29BiCl3N4O9
Method: DFT, ωB97M-V/def2-TZVPD

Properties
HOMO-LUMO gap   7.61 eV
HOMO energy   -5.145 eV
Energy   -98342.621 eV
LUMO   2.469 eV
Largest force on an atom   0.6 eV/Å
Multiplicity   1
Charge   -1

Geometry (Å):
1 Bi -0.238 0.501 -0.024
2 C -3.172 4.803 -3.269
3 O -2.736 3.830 -2.345
4 C -3.447 2.676 -2.292
5 C -4.545 2.400 -3.066
6 C -5.236 1.170 -2.936
7 C -4.808 0.256 -2.022
8 C -3.662 0.505 -1.227
9 C -3.377 -0.400 -0.139
10 N -2.293 -0.403 0.544
11 N -2.290 -1.206 1.686
12 C -1.234 -0.949 2.385
13 O -0.296 -0.075 2.077
14 C -1.052 -1.676 3.673
15 C -0.298 -1.104 4.693
16 C -0.130 -1.777 5.897
17 C -0.702 -3.031 6.077
18 C -1.444 -3.607 5.053
19 C -1.621 -2.932 3.853
20 C -2.926 1.708 -1.363
21 O -1.849 1.992 -0.703
22 H -2.494 5.645 -3.169
23 H -4.193 5.133 -3.053
24 H -3.133 4.428 -4.296
25 H -4.897 3.126 -3.786
26 H -6.098 0.970 -3.560
27 H -5.336 -0.683 -1.888
28 H -4.149 -1.102 0.175
29 H 0.147 -0.129 4.534
30 H 0.448 -1.323 6.693
31 H -0.565 -3.561 7.013
32 H -1.883 -4.590 5.187
33 H -2.190 -3.366 3.040
34 Cl 3.967 3.384 1.644
35 C 2.189 3.588 1.821
36 Cl 1.865 5.012 2.824
37 Cl 1.519 2.161 2.640
38 C 1.587 3.724 0.356
39 O 1.457 4.871 -0.040
40 O 1.364 2.608 -0.186
41 O 0.965 -0.648 -2.628
42 C -0.148 -1.202 -3.186
43 C -0.508 -0.733 -4.448
44 C -1.620 -1.244 -5.091
45 C -2.384 -2.246 -4.492
46 C -2.020 -2.706 -3.238
47 C -0.919 -2.182 -2.560
48 C -0.646 -2.638 -1.150
49 O -0.966 -3.755 -0.781
50 O -0.080 -1.734 -0.410
51 H 1.243 -1.125 -1.826
52 H 0.108 0.036 -4.902
53 H -1.891 -0.863 -6.070
54 H -3.253 -2.653 -4.995
55 H -2.587 -3.478 -2.732
56 C 2.641 -1.994 1.996
57 N 3.598 -0.973 1.583
58 C 4.410 -0.412 2.655
59 C 3.396 -0.324 0.398
60 O 2.324 -0.417 -0.216
61 N 4.420 0.421 -0.105
62 C 5.811 0.034 0.031
63 C 4.128 1.326 -1.208
64 H 3.178 -2.877 2.355
65 H 2.002 -2.272 1.163
66 H 2.008 -1.617 2.802
67 H 3.799 -0.351 3.558
68 H 4.730 0.598 2.411
69 H 5.286 -1.030 2.878
70 H 5.904 -0.909 0.562
71 H 6.397 0.793 0.556
72 H 6.243 -0.099 -0.965
73 H 3.120 1.723 -1.112
74 H 4.232 0.815 -2.172
75 H 4.832 2.158 -1.165